Record 1
Molecular formula: NO6S
Method: DFT, ωB97M-V with the def2-TZVPD basis set

Properties
SMILES: O=[N+]([O-])OS(=O)(=O)[O-]
DFT total energy, eV: -24608.54558
Net charge: -1
Kohn-Sham gap, eV: 10.182
LUMO, eV: 4.0

Last column: natural (NBO) charge in e.
Element x y z (Å)
O1 0.24 -0.59 0.58  -0.553
S1 -0.52 -0.48 -1.03  2.504
O2 0.56 0.14 -1.74  -0.968
O3 -0.89 -1.90 -1.24  -0.941
O4 -0.13 1.44 1.44  -0.382
N1 0.60 0.50 1.22  0.729
O5 1.75 0.45 1.62  -0.423
O6 -1.61 0.45 -0.84  -0.966

---

Record 2
Molecular formula: NO6S2
Method: DFT, ωB97M-V with the def2-TZVPD basis set

Properties
DFT total energy, eV: -35444.23457
Net charge: -1
Kohn-Sham gap, eV: 8.197
LUMO, eV: 2.2

Last column: natural (NBO) charge in e.
Element x y z (Å)
O1 -2.26 0.20 0.63  -0.931
S1 -1.73 1.52 0.40  1.706
S2 0.47 -0.51 -0.35  2.409
O2 0.10 0.91 -0.12  -0.991
O3 -0.14 -1.16 -1.44  -0.946
O4 2.75 -1.56 -0.73  -0.251
O5 0.43 -1.32 0.90  -0.957
N1 2.10 -0.49 -0.87  -0.108
O6 -1.73 2.40 1.58  -0.932

---

Record 3
Molecular formula: O2
Method: DFT, ωB97M-V with the def2-TZVPD basis set

Properties
SMILES: O=O
DFT total energy, eV: -4089.30457
Net charge: 0
Kohn-Sham gap, eV: 7.812
LUMO, eV: -3.1

Last column: natural (NBO) charge in e.
Element x y z (Å)
O1 0.00 0.00 -0.66  0.000
O2 0.00 0.00 0.66  0.000

---

Record 4
Molecular formula: O2
Method: DFT, ωB97M-V with the def2-TZVPD basis set

Properties
SMILES: O=O
DFT total energy, eV: -4088.40363
Net charge: 0
Kohn-Sham gap, eV: 7.732
LUMO, eV: -3.8

Last column: natural (NBO) charge in e.
Element x y z (Å)
O1 -0.52 -0.06 -0.48  0.000
O2 0.52 0.06 0.48  0.000

---

Record 5
Molecular formula: O2Si
Method: DFT, ωB97M-V with the def2-TZVPD basis set

Properties
SMILES: O=[Si]=O
DFT total energy, eV: -11972.12545
Net charge: 0
Kohn-Sham gap, eV: 10.001
LUMO, eV: -2.2

Last column: natural (NBO) charge in e.
Element x y z (Å)
O1 0.80 -0.37 1.25  -1.113
O2 -0.90 0.25 -1.23  -1.105
Si1 0.10 0.12 -0.03  2.218

---

Record 6
Molecular formula: O3S2
Method: DFT, ωB97M-V with the def2-TZVPD basis set

Properties
DFT total energy, eV: -27810.07093
Net charge: 0
Kohn-Sham gap (spin up / spin down), eV: 7.543 / 7.379
LUMO (spin up / spin down), eV: -2.6 / -2.7

Last column: natural (NBO) charge in e.
Element x y z (Å)
S1 -1.87 0.67 -0.43  0.833
O1 0.41 0.93 0.88  -0.906
O2 -0.88 -0.17 -1.16  -0.764
O3 1.29 -1.35 0.69  -0.838
S2 1.04 -0.08 0.02  1.674

---

Record 7
Molecular formula: O4
Method: DFT, ωB97M-V with the def2-TZVPD basis set

Properties
SMILES: O=O.O=O
DFT total energy, eV: -8175.60059
Net charge: 0
Kohn-Sham gap, eV: 3.801
LUMO, eV: -4.3

Last column: natural (NBO) charge in e.
Element x y z (Å)
O1 2.43 -0.38 0.00  -0.017
O2 -1.40 0.10 0.00  0.024
O3 1.56 0.44 0.00  0.032
O4 -2.59 -0.15 0.00  -0.038

---

Record 8
Molecular formula: O6V3
Method: DFT, ωB97M-V with the def2-TZVPD basis set

Properties
DFT total energy, eV: -89308.37948
Net charge: +3
Kohn-Sham gap, eV: 9.088
LUMO, eV: -13.9

Last column: Löwdin charge in e.
Element x y z (Å)
O1 -2.97 -2.18 -1.04  -0.132
O2 0.15 2.23 2.85  -0.130
O3 -0.56 1.74 0.46  -0.217
V1 -1.06 1.85 1.95  1.346
O4 -0.90 -0.98 -1.77  -0.234
V2 2.78 -0.54 -0.38  1.346
O5 3.01 0.97 -0.27  -0.115
O6 1.43 -0.91 0.32  -0.236
V3 -1.86 -2.18 -2.12  1.372

---

Which molecular weight belongs to each record? In order, 142.068 174.135 31.998 31.998 60.084 112.131 63.996 248.826 g mol⁻¹.
Which max |F| belongs to each record? In order, 0.0515 0.1184 0.1339 0.1836 0.0573 0.0522 0.0287 0.0396 Eh/bohr.
Which energy above the lowest of the compared OMol25 structures with the same formula, charge and spin belongs to each record? In order, 6.6 0.0 10.9 31.7 5.5 14.6 118.6 11.1 kcal per mole.